Entry 1:
Computed, not measured: a 13-piece molecular cluster, C4H35NO13 overall, with ωB97M-V/def2-TZVPD.

The charge is 0. As for the multiplicity: 1. The value obtained for the molar mass is 305.3 g/mol. The HOMO energy is -9.8599 eV.

Cartesian coordinates (Å):
C  -1.507676  2.615706  1.773421
C  -0.691999  1.328851  1.901264
C  -0.635013  0.795992  3.317682
C  0.416677  -0.328252  3.440885
O  1.683448  0.226629  3.004467
N  -1.156572  0.282323  0.960661
H  -2.516804  2.489615  2.153604
H  -1.428685  2.976720  0.750740
H  -0.978478  3.382145  2.347834
H  0.333208  1.511935  1.594215
H  -0.282954  1.568082  4.006758
H  -1.593791  0.457247  3.717916
H  0.600784  -0.559442  4.477916
H  0.204340  -1.171752  2.796694
H  1.933996  -0.144211  2.146616
H  -1.566273  0.726394  0.149664
H  -1.864702  -0.273157  1.425583
H  1.832722  2.001826  0.289750
H  3.043910  1.767505  1.208719
O  2.686408  1.555881  0.325422
H  3.028169  -1.601028  -0.423983
H  1.849463  -2.071544  0.412902
O  2.815011  -2.016989  0.427688
H  -0.852514  -0.430988  -2.939488
H  -2.006691  -1.239221  -2.277794
O  -1.706319  -0.335357  -2.502404
H  2.000522  -0.487909  -3.003372
H  1.100965  -1.023019  -4.090758
O  1.090152  -0.368460  -3.378346
H  1.672373  3.042113  2.655456
H  2.522980  1.971478  3.284154
O  2.598737  2.827326  2.811202
H  -1.508894  -3.118485  -1.395526
H  -2.925787  -2.690336  -1.125539
O  -2.345478  -2.948608  -1.860201
H  -3.788077  0.070747  -0.839276
H  -4.899246  -0.890498  -0.180646
O  -3.974064  -0.646459  -0.201416
H  -0.309885  -1.140621  0.210770
H  -0.381558  -2.635775  0.521793
O  0.012966  -2.023232  -0.112550
H  2.636966  0.437647  -1.236332
H  4.071973  0.217934  -1.757476
O  3.207622  -0.203341  -1.697080
H  -0.450282  -2.949162  -3.008880
H  0.951134  -2.615251  -2.620106
O  0.417263  -3.360149  -2.926523
H  -3.710754  2.061967  -2.181939
H  -2.430769  1.394116  -1.927218
O  -3.184702  1.769302  -1.424668
H  0.417882  0.494131  -1.580371
H  0.369306  1.964667  -2.095738
O  0.259957  1.408139  -1.320180

Cartesian forces (eV/Å) of the 3 atoms listed first:
1.30 -0.02 0.29
-0.46 -0.15 -0.52
0.77 -0.66 0.37

Atom charges from the natural (NBO) analysis, given in e for atoms 1 to 4:
1 C -0.62
2 C -0.05
3 C -0.43
4 C -0.06



Entry 2:
Computed, not measured: C29H53FNO11S5 as an isolated structure, with ωB97M-V/def2-TZVPD.

The charge is +1. As for the multiplicity: 1. The value obtained for the molar mass is 771.1 g/mol. The HOMO energy is -10.8564 eV.

Cartesian coordinates (Å):
C  1.552090  0.109000  2.073380
C  2.756090  -0.417000  1.243380
O  3.494090  -1.183000  1.682380
N  2.966090  0.180000  -0.144620
H  2.790090  1.149000  -0.092620
H  3.925090  -0.087000  -0.405620
C  1.973090  -0.345000  -1.205620
H  0.593090  -0.249000  2.012380
H  1.471090  1.264000  1.863380
H  1.687090  -0.108000  3.307380
H  1.525090  -1.385000  -1.310620
H  2.292090  0.010000  -2.340620
H  0.934090  0.269000  -1.397620
F  0.553090  -3.063000  1.643380
C  -0.450910  -3.259000  2.567380
C  -1.786910  -3.396000  2.166380
C  -2.832910  -3.553000  3.119380
C  -2.509910  -3.653000  4.547380
C  -1.062910  -3.616000  4.898380
C  -0.101910  -3.467000  3.938380
H  -2.026910  -3.299000  1.047380
H  -3.972910  -3.645000  2.738380
H  -3.233910  -3.692000  5.374380
H  -0.779910  -3.862000  5.951380
H  0.966090  -3.507000  4.178380
C  1.676090  -5.853000  0.315380
C  0.421090  -6.730000  0.064380
C  0.423090  -7.150000  -1.283620
S  0.905090  -5.789000  -2.232620
O  -0.165910  -5.012000  -2.649620
O  1.859090  -6.299000  -3.232620
C  1.840090  -5.006000  -0.918620
H  2.561090  -6.626000  0.582380
H  1.511090  -5.278000  1.204380
H  -0.627910  -6.175000  0.332380
H  0.492090  -7.459000  0.647380
H  -0.564910  -7.573000  -1.763620
H  0.963090  -8.097000  -1.658620
H  1.316090  -4.138000  -0.977620
H  2.862090  -4.790000  -1.256620
C  0.290090  4.630000  1.884380
C  -0.513910  4.076000  0.640380
C  0.088090  4.429000  -0.537620
S  1.816090  4.209000  -0.182620
O  2.681090  4.972000  -0.931620
O  1.992090  2.809000  -0.110620
C  1.647090  4.894000  1.458380
H  0.219090  3.933000  2.635380
H  -0.283910  5.464000  2.187380
H  -1.613910  4.306000  0.851380
H  -0.517910  3.000000  0.837380
H  -0.092910  5.454000  -1.053620
H  -0.054910  3.799000  -1.423620
H  1.917090  5.879000  1.298380
H  2.630090  4.588000  1.996380
C  2.594090  3.214000  -6.206620
C  2.730090  4.467000  -5.355620
C  2.004090  4.347000  -4.230620
S  2.336090  2.649000  -3.801620
O  1.116090  2.047000  -3.312620
O  3.501090  2.564000  -2.862620
C  2.604090  1.980000  -5.372620
H  3.308090  3.202000  -6.915620
H  1.585090  3.432000  -6.732620
H  2.423090  5.395000  -5.844620
H  3.644090  4.437000  -5.164620
H  0.843090  4.357000  -4.140620
H  2.332090  5.017000  -3.584620
H  2.027090  1.333000  -5.794620
H  3.574090  1.363000  -5.347620
C  -3.206910  3.004000  5.592380
C  -3.857910  1.713000  5.120380
C  -2.936910  0.851000  4.539380
S  -1.863910  1.878000  3.632380
O  -2.268910  1.716000  2.236380
O  -0.482910  1.495000  3.928380
C  -2.404910  3.371000  4.340380
H  -2.565910  2.914000  6.353380
H  -3.949910  3.792000  5.792380
H  -4.570910  1.970000  4.327380
H  -4.687910  1.281000  5.897380
H  -3.180910  0.111000  3.829380
H  -2.394910  0.524000  5.490380
H  -2.970910  4.005000  3.675380
H  -1.505910  4.200000  4.366380
C  -1.283910  -0.448000  -3.533620
C  -2.797910  -0.197000  -3.160620
C  -2.918910  -0.423000  -1.817620
S  -1.855910  -1.809000  -1.509620
O  -2.754910  -2.989000  -1.346620
O  -1.014910  -1.340000  -0.483620
C  -1.050910  -1.896000  -3.033620
H  -0.595910  0.168000  -2.880620
H  -1.026910  -0.387000  -4.585620
H  -3.488910  -0.933000  -3.569620
H  -3.149910  0.664000  -3.484620
H  -3.883910  -0.528000  -1.374620
H  -2.615910  0.491000  -1.288620
H  -1.699910  -2.483000  -3.597620
H  -0.027910  -2.181000  -2.965620

Cartesian forces (eV/Å) of the 3 atoms listed first:
2.90 3.15 2.57
-4.37 1.58 1.36
2.84 -2.08 0.08

Atom charges from the Löwdin analysis, given in e for atoms 1 to 4:
1 C 0.02
2 C -0.41
3 O 0.20
4 N 0.13



Entry 3:
Computed, not measured: the molecule C6H9N, with ωB97M-V/def2-TZVPD.

The charge is 0. As for the multiplicity: 1. The value obtained for the molar mass is 95.1 g/mol. The HOMO energy is -8.6315 eV.

Cartesian coordinates (Å):
C  -2.570338  -0.464218  0.213028
C  -1.156194  0.013012  0.112789
C  -0.689496  1.267574  0.014734
C  0.787125  1.170872  -0.211324
C  0.993697  -0.311609  -0.056043
C  2.343260  -0.952877  -0.028472
N  -0.108839  -0.959155  0.070644
H  -2.646093  -1.343580  0.858071
H  -3.226952  0.318244  0.601671
H  -2.951221  -0.758270  -0.772066
H  -1.269886  2.182663  0.052743
H  1.428324  1.786063  0.432027
H  2.281888  -2.016490  -0.268207
H  3.035101  -0.455586  -0.716476
H  2.759586  -0.863606  0.982537
H  1.020124  1.390395  -1.265107

Cartesian forces (eV/Å) of the 3 atoms listed first:
-0.06 0.00 0.03
-0.18 0.11 -0.01
-0.09 -0.10 -0.02

Atom charges from the natural (NBO) analysis, given in e for atoms 1 to 4:
1 C -0.64
2 C 0.15
3 C -0.26
4 C -0.52



Entry 4:
Computed, not measured: C31H39BiGeN3O2PSb as an isolated structure, with ωB97M-V/def2-TZVPD.

The charge is +1. As for the multiplicity: 1. The value obtained for the molar mass is 920.0 g/mol. The HOMO energy is -9.8964 eV.

Cartesian coordinates (Å):
Bi  -0.481461  0.060551  0.890873
C  1.079076  -1.218494  -4.965751
Sb  0.329654  -0.561136  -3.065101
C  0.751774  -2.393934  -2.052754
C  2.099225  0.480615  -2.493083
H  2.018863  -1.747963  -4.810772
H  1.260285  -0.364211  -5.617633
H  0.369980  -1.887506  -5.451635
H  1.803447  -2.627032  -2.218395
H  0.129153  -3.190963  -2.457124
H  0.573857  -2.305603  -0.982083
H  2.949961  -0.187996  -2.618266
H  2.036144  0.788452  -1.450133
H  2.231872  1.361289  -3.120997
N  -0.262315  -2.325664  2.156499
C  -0.199723  -3.330183  2.706770
C  -0.069897  -4.571730  3.403442
C  -0.604919  -4.698729  4.684626
C  -0.470565  -5.903398  5.351765
C  0.189949  -6.964232  4.746964
C  0.722664  -6.831274  3.471765
C  0.594593  -5.633615  2.789774
H  -1.102615  -3.857021  5.147603
H  -0.879533  -6.014910  6.346784
H  0.290758  -7.903442  5.275059
H  1.238666  -7.660980  3.008309
H  1.006393  -5.512477  1.797106
C  1.045792  1.163582  1.423437
Ge  2.618392  0.545167  2.376286
C  2.113160  -0.656078  3.840314
C  2.864364  -1.782465  4.166109
C  2.507772  -2.594383  5.235705
C  1.397700  -2.280300  6.006254
C  0.645392  -1.153641  5.700868
C  1.001297  -0.353907  4.624833
C  3.673471  -0.410455  1.033064
C  4.556951  0.289893  0.212595
C  5.265122  -0.357595  -0.790815
C  5.090052  -1.718479  -0.997257
C  4.198417  -2.425524  -0.201109
C  3.496412  -1.773570  0.803153
C  3.640637  2.027402  3.129299
C  2.962043  3.100565  3.703488
C  3.652418  4.137773  4.312906
C  5.039957  4.116726  4.352589
C  5.729112  3.056194  3.784052
C  5.032025  2.018497  3.179664
H  3.750477  -2.031897  3.591051
H  3.104463  -3.466895  5.472446
H  1.126682  -2.904145  6.849113
H  -0.213528  -0.894065  6.308044
H  0.396330  0.516954  4.392083
H  4.703529  1.354458  0.360779
H  5.955106  0.201147  -1.411219
H  5.648523  -2.227553  -1.773018
H  4.056701  -3.488309  -0.357579
H  2.796086  -2.338628  1.411742
H  1.877268  3.136458  3.665967
H  3.109803  4.963361  4.756559
H  5.581996  4.925337  4.826265
H  6.811352  3.034302  3.813326
H  5.587511  1.191758  2.749513
N  -3.107711  2.994421  0.777271
C  -3.657941  3.558567  -0.501810
P  -3.823332  2.066711  -1.616487
O  -5.226013  1.685034  -1.844479
O  -2.763117  1.161666  -1.041671
C  -3.090760  2.522232  -3.260173
N  -2.755968  1.180121  -3.850875
H  -3.846811  2.713449  1.417687
H  -2.475321  3.621284  1.268822
H  -2.605099  2.118196  0.476563
H  -2.928116  4.267602  -0.889259
H  -4.599056  4.065467  -0.311789
H  -2.160031  3.082385  -3.187204
H  -3.795564  3.024737  -3.917503
H  -2.125170  0.650117  -3.211721
H  -2.280660  1.252118  -4.748476
H  -3.607050  0.626604  -3.974595

Cartesian forces (eV/Å) of the 3 atoms listed first:
-0.15 0.07 0.00
0.02 -0.01 0.01
0.06 -0.02 -0.04

Atom charges from the Löwdin analysis, given in e for atoms 1 to 4:
1 Bi 1.11
2 C -0.35
3 Sb 1.24
4 C -0.34



The records above give, respectively, maximum force values of 1.775; 8.908; 0.279; 0.238 eV/Å.
The records above give, respectively, energy above the lowest of the compared OMol25 structures with the same formula, charge and spin values of 18.6; 21.0; 14.2; 0.0 kcal/mol.
The records above give, respectively, HOMO-LUMO gap values of 10.03; 9.00; 9.68; 7.33 eV.